(P)
19
Properties=species:S:1:pos:R:3 method="wB97M-V/def2-TZVPD" smiles=C[C@H]1NC[C@@H](N)[C@H]1F lumo_energy_ev=0.87 gap_ev=9.7837
C 2.27048 -0.48309 -0.36542
C 1.18015 0.15853 0.47419
N 0.83339 1.48704 -0.07003
C -0.57604 1.38402 -0.50340
C -1.20193 0.32085 0.39971
N -2.29387 -0.41667 -0.08796
C -0.05290 -0.67058 0.64811
F -0.14409 -1.62352 -0.34298
H 3.19188 0.19403 -0.36371
H 1.93497 -0.69957 -1.40459
H 2.51815 -1.42737 0.09190
H 1.54899 0.33201 1.46325
H 0.82010 2.12639 0.75017
H -1.06071 2.35729 -0.38350
H -0.58581 1.14638 -1.55666
H -1.46437 0.76836 1.35604
H -2.01628 -0.86710 -0.94202
H -3.07055 0.17156 -0.35077
H -0.01473 -1.24126 1.61354

***

(Q)
19
Properties=species:S:1:pos:R:3 method="wB97M-V/def2-TZVPD" smiles=NC1CN(CCF)C1 lumo_energy_ev=0.98 gap_ev=9.6205
N -2.63278 -0.46376 -0.67244
C -1.73751 0.01792 0.36547
C -0.86820 1.14626 -0.07411
N 0.24793 0.21061 -0.35088
C 1.58894 0.58650 0.03731
C 2.55322 -0.48312 -0.44034
F 3.81877 -0.08699 -0.01159
C -0.43690 -0.81818 0.47122
H -3.12637 -1.29503 -0.31008
H -3.38016 0.21546 -0.75808
H -2.18965 0.02884 1.37479
H -0.58696 1.87039 0.70621
H -1.17050 1.70244 -0.97144
H 1.89882 1.54085 -0.41618
H 1.58828 0.62318 1.14917
H 2.31066 -1.47122 -0.03755
H 2.59899 -0.60970 -1.52686
H -0.05294 -0.91032 1.49557
H -0.42365 -1.80414 -0.03018

***

(R)
19
Properties=species:S:1:pos:R:3 method="wB97M-V/def2-TZVPD" smiles=N[C@@]1(CF)CCNC1 lumo_energy_ev=0.98 gap_ev=10.0954
N -1.40441 -1.16571 0.53158
C -0.27106 -0.31764 0.10539
C 0.07968 -0.55304 -1.33021
F -1.16245 -0.41300 -2.07035
C -0.55195 1.11628 0.37787
C 0.77139 1.65322 1.05328
N 1.72494 0.57057 0.63534
C 0.97488 -0.68008 0.83530
H -1.14827 -2.20788 0.58167
H -2.14910 -1.11802 -0.15676
H 0.78540 0.32211 -1.60484
H 0.53718 -1.57646 -1.56574
H -0.89753 1.52274 -0.63515
H -1.45273 1.21020 1.08427
H 1.04972 2.71241 0.76295
H 0.59583 1.52394 2.15533
H 2.59601 0.58161 1.13045
H 0.66739 -0.82838 1.91276
H 1.61679 -1.57178 0.54996

***

How do the energies compare? Relative to the most stable structure, in eV: (P) 0.000; (Q) 1.045; (R) 0.654.

***

(P)
42
Properties=species:S:1:pos:R:3 method="wB97M-V/def2-TZVPD" smiles="O=C(OCc1ccc(COC(=O)c2ccccn2)cc1)c1ccccn1" lumo_energy_ev=0.42 gap_ev=9.8512
O 2.98809 2.74115 0.36221
C 2.09629 3.54557 0.35899
O 1.04871 3.50698 -0.47797
C 0.99037 2.40525 -1.39398
C 0.24123 1.25227 -0.78025
C 0.92309 0.25287 -0.09790
C 0.22879 -0.78232 0.50245
C -1.15798 -0.82788 0.43728
C -1.91308 -1.97751 1.04995
O -2.13534 -3.00523 0.07493
C -1.19814 -3.95947 -0.02622
O -0.21660 -4.01815 0.66336
C -1.54951 -4.93349 -1.10483
C -2.38492 -4.57036 -2.15934
C -2.65602 -5.51444 -3.13611
C -2.09008 -6.77424 -3.02352
C -1.26985 -7.03093 -1.93179
N -1.00345 -6.13849 -1.00026
C -1.83950 0.17217 -0.24498
C -1.14575 1.20597 -0.84553
C 2.00005 4.72480 1.27318
C 0.77157 5.31737 1.55863
C 0.74990 6.39572 2.42786
C 1.94418 6.83907 2.97291
C 3.11312 6.17486 2.62224
N 3.14296 5.14655 1.79957
H 0.47161 2.79214 -2.27391
H 2.01200 2.10877 -1.65223
H 1.99986 0.29168 -0.03233
H 0.76394 -1.56484 1.01875
H -1.35354 -2.40425 1.88850
H -2.90981 -1.66972 1.37382
H -2.79948 -3.57624 -2.20407
H -3.29809 -5.27067 -3.97033
H -2.27775 -7.53800 -3.76216
H -0.80403 -7.99794 -1.79584
H -2.91785 0.13977 -0.30385
H -1.68236 1.98309 -1.37038
H -0.13137 4.93398 1.11163
H -0.18324 6.88121 2.67522
H 1.97022 7.67697 3.65218
H 4.07217 6.48108 3.01854

***

(Q)
42
Properties=species:S:1:pos:R:3 method="wB97M-V/def2-TZVPD" smiles="O=C(OCc1ccc(COC(=O)c2ccccn2)cc1)c1ccccn1" lumo_energy_ev=0.28 gap_ev=9.5812
O 3.36726 -0.49582 -0.41546
C 2.84958 -0.89689 -1.42282
O 1.79615 -0.30985 -2.01185
C 1.25364 0.85083 -1.37052
C 0.12286 0.47020 -0.45222
C -1.19700 0.58059 -0.86863
C -2.23113 0.21670 -0.02634
C -1.96216 -0.27468 1.24413
C -3.08695 -0.63152 2.18225
O -2.81281 -0.28964 3.53637
C -2.44987 0.95206 3.86792
O -2.13285 1.20292 5.00020
C -2.41512 2.00624 2.79442
C -1.25620 2.76126 2.63509
C -1.23894 3.73630 1.65330
C -2.38205 3.94202 0.89656
C -3.49510 3.15939 1.16184
N -3.51426 2.20877 2.07801
C -0.64006 -0.41423 1.64940
C 0.39373 -0.03920 0.81241
C 3.28821 -2.10202 -2.18901
C 2.43667 -2.73912 -3.08942
C 2.90508 -3.86218 -3.75164
C 4.19346 -4.30200 -3.49366
C 4.95855 -3.59320 -2.57520
N 4.52076 -2.52660 -1.93892
H 2.05493 1.34469 -0.80991
H 0.90390 1.49439 -2.18064
H -1.41770 0.96533 -1.85355
H -3.25525 0.32345 -0.35190
H -4.01704 -0.15271 1.86007
H -3.23259 -1.71683 2.20874
H -0.40066 2.57041 3.26274
H -0.35247 4.33023 1.48649
H -2.41237 4.69501 0.12473
H -4.41919 3.29173 0.61446
H -0.42280 -0.80355 2.63328
H 1.41810 -0.14204 1.13744
H 1.44088 -2.36053 -3.25398
H 2.27463 -4.38469 -4.45662
H 4.59572 -5.17162 -3.98960
H 5.97046 -3.89358 -2.33797

***

How do the energies compare? Relative to the most stable structure, in eV: (P) 0.000; (Q) 0.205.